(1)
Formula: C3H12NO
Source: the OMol25 dataset
Level of theory: ωB97M-V/def2-TZVPD

Geometry as XYZ:
```
17
Properties=species:S:1:pos:R:3:forces:R:3:mulliken_charge:R:1
C -1.34133 -1.18740 -0.08424 -1.615 -2.278 0.797 -0.23
C -0.57070 -2.46530 0.35934 0.975 0.942 -0.252 -1.08
N -1.39281 -0.07076 0.94918 1.098 -0.217 -1.038 -0.26
H -0.84258 -0.76532 -0.92922 -0.229 0.272 -0.736 0.24
H -2.42631 -1.50029 -0.25887 1.544 0.706 -0.151 0.30
H 0.51268 -2.33755 0.27591 0.110 0.757 0.690 0.34
H -0.58495 -3.20376 -0.45684 -1.228 -0.185 0.620 0.35
H -2.20480 0.50587 0.78042 -0.329 0.292 0.011 0.36
H -1.41927 -0.40240 1.91420 0.305 0.105 -0.052 0.35
H -0.55711 0.49583 0.69984 -0.190 0.122 0.905 0.28
H -0.80162 -2.78727 1.39514 -0.157 -0.280 -0.948 0.34
C 2.13111 2.58582 -0.61366 0.475 -1.150 0.214 -0.58
O 1.10035 1.59719 -0.69817 -1.022 -0.390 0.633 -0.49
H 1.13992 1.15393 -1.54888 0.190 0.242 -0.077 0.30
H 2.96305 2.16824 -1.14225 0.825 0.152 -0.319 0.26
H 2.45058 2.70924 0.42243 -0.382 0.059 -0.073 0.25
H 1.84380 3.50392 -1.06431 -0.370 0.851 -0.225 0.27
```
Positions in Å, forces in eV/Å.

Calculated values
- LUMO level (eV) = -3.449
- spin multiplicity = 1
- E (hartree) = -251.2160
- maximum force (eV/A) = 2.90
- net charge = +1

---

(2)
Formula: C3H12NO
Source: the OMol25 dataset
Level of theory: ωB97M-V/def2-TZVPD

Geometry as XYZ:
```
17
Properties=species:S:1:pos:R:3:forces:R:3:mulliken_charge:R:1
C -0.45270 -0.45818 -0.31210 -1.214 2.081 -0.787 -0.66
C -0.86086 -1.32323 0.87674 0.827 1.113 -0.434 -0.28
C -2.18314 -1.21124 1.62814 -0.156 0.488 0.720 -1.04
N 1.06921 -0.35031 -0.64860 -0.600 3.476 -1.882 -0.35
H -0.88946 0.57255 -0.39058 0.773 -0.588 0.982 0.39
H -0.80021 -0.81473 -1.23480 -0.678 -1.074 -1.266 0.37
H -0.68179 -2.31024 0.53945 0.449 -1.205 0.283 0.32
H -0.14626 -0.92596 1.52430 1.653 -0.575 1.875 0.24
H -2.90360 -0.97154 0.87929 -1.056 1.076 -0.081 0.33
H -2.13729 -0.50503 2.57841 -0.326 -1.478 -2.313 0.29
H -2.54901 -2.21952 1.88186 0.608 0.379 0.514 0.31
H 1.21701 -0.92310 -1.46426 0.504 -0.973 0.131 0.40
H 1.79603 -0.46708 0.05198 -0.189 -0.242 0.303 0.36
H 1.26409 0.65703 -1.14813 -0.474 -2.091 1.968 0.32
H 2.31340 3.19939 -1.89954 0.040 -0.308 -0.277 0.33
H 1.79630 3.42696 -0.52226 -0.120 -0.613 -0.074 0.32
O 1.90207 2.71117 -1.17652 -0.040 0.533 0.336 -0.65
```
Positions in Å, forces in eV/Å.

Calculated values
- LUMO level (eV) = -3.415
- spin multiplicity = 1
- E (hartree) = -251.2044
- maximum force (eV/A) = 4.00
- net charge = +1

---

(3)
Formula: C3H12NO2
Source: the OMol25 dataset
Level of theory: ωB97M-V/def2-TZVPD

Geometry as XYZ:
```
18
Properties=species:S:1:pos:R:3:forces:R:3:mulliken_spin:R:1
C -0.04179 -0.60229 1.83638 -0.507 0.024 0.755 0.03
C 0.73412 -1.16971 0.71708 0.319 -0.764 0.581 0.38
C 0.50493 -2.41423 0.10987 -0.516 1.102 0.599 0.29
N 1.67530 -0.22382 0.09440 -1.214 0.846 -0.053 0.38
H 0.38906 -0.75504 2.84194 0.147 0.048 -0.164 0.05
H -0.29416 0.47072 1.80071 0.246 -0.012 -0.413 -0.08
H -1.01169 -1.10186 1.90051 -0.146 -0.126 -0.139 0.02
H 1.20692 -2.86449 -0.53789 0.735 -0.387 -0.596 0.03
H -0.14153 -3.08887 0.64706 -0.229 -0.061 -0.134 0.03
H 2.15277 -0.69474 -0.65993 0.528 -0.031 -0.093 -0.07
H 2.27269 0.19064 0.79720 0.576 -0.375 -0.171 -0.10
H 1.14762 0.60350 -0.32317 0.181 -0.587 -0.035 -0.05
H -0.74951 1.96534 -1.15556 0.124 -0.757 0.089 -0.01
H 0.63760 2.61914 -1.09807 0.214 0.205 -0.038 -0.04
O 0.20077 1.76590 -1.06340 -0.184 0.607 -0.189 0.09
H -3.13577 1.05006 -1.76936 0.068 0.197 -0.081 -0.03
H -2.61751 2.45133 -1.29492 -0.608 -0.051 -0.200 -0.02
O -2.57245 1.50344 -1.13316 0.266 0.124 0.282 0.09
```
Positions in Å, forces in eV/Å.

Calculated values
- LUMO level (alpha / beta) (eV) = 0.415 / 0.179
- ⟨S²⟩ = 0.753
- spin multiplicity = 2
- E (hartree) = -326.5788
- maximum force (eV/A) = 1.48

---

> The highest E belongs to which entry?

number 2

---

Repeat the third record exactly.
Formula: C3H12NO2
Source: the OMol25 dataset
Level of theory: ωB97M-V/def2-TZVPD

Geometry as XYZ:
```
18
Properties=species:S:1:pos:R:3:forces:R:3:mulliken_spin:R:1
C -0.04179 -0.60229 1.83638 -0.507 0.024 0.755 0.03
C 0.73412 -1.16971 0.71708 0.319 -0.764 0.581 0.38
C 0.50493 -2.41423 0.10987 -0.516 1.102 0.599 0.29
N 1.67530 -0.22382 0.09440 -1.214 0.846 -0.053 0.38
H 0.38906 -0.75504 2.84194 0.147 0.048 -0.164 0.05
H -0.29416 0.47072 1.80071 0.246 -0.012 -0.413 -0.08
H -1.01169 -1.10186 1.90051 -0.146 -0.126 -0.139 0.02
H 1.20692 -2.86449 -0.53789 0.735 -0.387 -0.596 0.03
H -0.14153 -3.08887 0.64706 -0.229 -0.061 -0.134 0.03
H 2.15277 -0.69474 -0.65993 0.528 -0.031 -0.093 -0.07
H 2.27269 0.19064 0.79720 0.576 -0.375 -0.171 -0.10
H 1.14762 0.60350 -0.32317 0.181 -0.587 -0.035 -0.05
H -0.74951 1.96534 -1.15556 0.124 -0.757 0.089 -0.01
H 0.63760 2.61914 -1.09807 0.214 0.205 -0.038 -0.04
O 0.20077 1.76590 -1.06340 -0.184 0.607 -0.189 0.09
H -3.13577 1.05006 -1.76936 0.068 0.197 -0.081 -0.03
H -2.61751 2.45133 -1.29492 -0.608 -0.051 -0.200 -0.02
O -2.57245 1.50344 -1.13316 0.266 0.124 0.282 0.09
```
Positions in Å, forces in eV/Å.

Calculated values
- LUMO level (alpha / beta) (eV) = 0.415 / 0.179
- ⟨S²⟩ = 0.753
- spin multiplicity = 2
- E (hartree) = -326.5788
- maximum force (eV/A) = 1.48